1.
10 unconnected molecules or ions with the total composition C26H70N18O10, computed with wB97M-V/def2-TZVPD.

XYZ file:
```
124
C26H70N18O10 (wB97M-V/def2-TZVPD)
H -7.259 -27.445 8.853
H -4.127 -31.771 10.861
N -4.703 -32.448 10.380
H -5.313 -26.453 5.621
C -16.035 -30.585 8.385
H -8.999 -27.268 8.572
N -0.340 -28.435 4.786
H -5.222 -25.038 4.617
N -4.311 -21.807 14.888
C -8.888 -24.751 7.552
H -16.293 -30.492 9.440
C -7.761 -25.732 7.696
C -19.079 -31.674 8.413
N -6.810 -26.076 16.286
N -6.966 -25.951 18.314
H -7.732 -25.034 5.069
H -7.218 -25.154 16.342
C -19.087 -30.737 9.541
H -3.875 -25.775 7.574
H -2.982 -26.630 11.500
C -16.646 -32.978 7.656
H -15.196 -31.383 5.786
C 0.056 -18.772 9.581
H 0.191 -17.386 10.995
N -18.261 -31.248 7.324
H -2.036 -29.032 2.411
H -9.393 -18.336 7.469
H -16.835 -32.857 9.912
C -1.161 -29.156 4.139
H -16.514 -30.251 5.380
O 0.407 -19.370 8.575
H -19.750 -31.293 10.205
H -10.807 -16.759 10.224
C -5.929 -23.287 6.582
O -5.453 -33.301 8.492
H -4.227 -20.846 16.826
C -8.081 -26.732 8.813
H -9.727 -16.794 8.845
H -0.242 -28.903 5.676
C -18.693 -33.114 8.830
H -0.372 -27.866 14.245
N -1.236 -28.702 2.932
N -10.111 -18.858 7.950
H 1.405 -17.898 3.424
C -4.911 -32.401 9.108
N -4.350 -31.349 8.623
H -15.588 -33.241 7.635
C -10.854 -18.410 8.983
H -10.627 -19.430 7.297
O -2.507 -23.055 15.488
H -8.745 -26.814 5.991
H -2.196 -25.583 12.632
N -2.307 -26.507 12.241
C -4.088 -24.779 7.185
H -19.215 -33.383 9.749
H -4.247 -31.271 7.621
C -1.788 -27.562 12.698
H -0.536 -28.106 2.515
C -16.800 -31.463 7.298
H 0.225 -20.869 4.188
H -19.001 -33.786 8.029
H -3.238 -22.125 17.663
H -15.881 -29.616 7.910
H -16.627 -31.888 5.124
H -18.190 -30.496 10.110
H -4.881 -33.271 10.937
O -1.920 -30.008 4.542
N 1.036 -18.814 3.632
N -3.700 -21.707 16.868
H 1.718 -17.802 10.123
H 1.458 -19.307 4.406
H -1.703 -19.694 9.765
C 0.008 -19.250 2.962
H -6.224 -23.648 8.549
O -6.348 -27.929 17.565
H -1.080 -20.756 2.973
H -5.237 -22.736 5.945
C -7.105 -25.905 5.262
C -7.764 -26.608 6.420
H -17.040 -34.450 9.223
O -11.753 -19.010 9.478
H -8.162 -26.358 9.834
N -10.394 -17.255 9.448
C -5.549 -24.710 6.831
H 0.263 -27.696 4.454
H -3.955 -30.681 9.270
H -3.794 -24.166 8.037
O -6.315 -24.494 8.994
H -8.732 -23.938 8.261
H -21.084 -30.922 7.429
H -9.839 -25.153 7.902
H -6.984 -24.984 18.023
H -18.864 -30.279 5.848
H -21.242 -32.358 8.527
H -6.452 -26.260 15.360
O -2.069 -28.722 12.364
H -5.070 -21.528 15.493
C -20.618 -31.834 7.803
C -3.396 -22.232 15.691
H -17.107 -33.651 6.933
H -7.376 -27.610 6.604
N -0.269 -20.389 3.449
C -5.711 -25.445 5.502
H -6.854 -23.158 6.020
C -17.229 -33.391 9.048
H -4.378 -22.379 14.058
O -0.435 -18.668 2.004
H -7.107 -26.305 19.250
H -7.057 -26.453 4.321
N -1.029 -19.102 10.230
H -9.104 -24.360 6.557
H -0.999 -26.339 14.059
H -3.379 -24.675 6.363
O -18.737 -30.055 6.773
C -6.667 -26.798 17.394
C -16.265 -31.189 5.877
N 0.720 -17.853 10.273
H -14.958 -30.752 8.385
H -5.870 -22.654 7.468
H -20.401 -32.379 6.885
H -1.253 -18.498 11.008
H -19.439 -29.718 9.382
N -6.389 -25.241 7.877
N -0.940 -27.266 13.664
```

Properties
LUMO level = -0.330 eV
net charge = 0
SMILES = CC1(C)CCCC(C)(C)N1O.CC1(C)CCCC(C)(C)N1O.NC(N)=O.NC(N)=O.NC(N)=O.NC(N)=O.NC(N)=O.NC(N)=O.NC(N)=O.NC(N)=O
highest occupied orbital energy = -7.824 eV
ΔE to the lowest compared entry with this formula, charge and spin = 232.5 kcal/mol

Atomic partial charges in e from the Löwdin method, atoms 1 to 2: number 1, H, carries 0.084; number 2, H, carries 0.108

=====

2.
A molecular structure, C26H72BaN7O11, computed with wB97M-V/def2-TZVPD.

XYZ file:
```
117
C26H72BaN7O11 (wB97M-V/def2-TZVPD)
N -18.959 14.555 10.515
C -16.531 19.105 9.846
C -19.088 12.769 8.880
C -16.427 14.851 7.211
H -19.696 15.206 6.489
C -19.570 17.665 17.973
H -20.631 12.768 12.745
C -17.864 10.983 12.957
O -13.282 14.171 9.275
C -16.257 17.660 14.288
O -16.428 14.634 12.931
H -17.444 11.110 11.959
H -19.759 10.735 13.989
H -14.883 15.398 16.920
H -15.353 16.686 8.535
H -16.765 16.301 9.486
C -17.766 17.741 16.116
H -12.851 12.363 12.852
O -14.549 11.783 10.567
H -9.450 10.396 10.896
H -14.022 13.939 16.518
H -15.661 10.336 13.834
C -11.694 13.855 12.727
H -20.168 18.475 17.556
O -16.278 13.737 11.061
H -18.220 12.980 18.040
H -15.257 11.862 13.008
H -20.210 17.005 18.558
H -21.168 10.751 11.794
H -12.491 15.759 13.604
H -16.611 18.801 7.713
H -19.658 10.397 11.032
C -20.764 14.988 6.504
H -20.248 9.360 12.279
C -17.470 11.203 18.955
H -16.719 10.421 18.843
C -20.154 10.410 12.002
O -17.252 16.968 15.057
H -16.268 14.254 8.109
C -19.319 14.261 9.151
H -14.783 12.217 8.553
H -18.036 12.512 9.007
H -8.889 10.867 12.474
H -19.393 15.312 17.642
O -10.614 11.914 11.761
H -17.318 10.721 16.485
H -12.163 12.564 10.154
O -21.070 14.070 7.571
C -10.465 12.980 12.684
H -17.203 11.708 19.883
C -18.906 16.995 16.785
C -16.436 16.799 8.574
C -12.794 12.783 9.292
H -19.705 16.893 16.051
H -13.653 13.777 13.025
H -10.784 15.738 13.117
O -16.150 13.810 16.447
H -18.076 14.143 10.783
C -14.020 11.899 9.263
H -13.663 14.387 10.129
H -15.210 12.478 10.618
H -13.670 10.887 9.057
H -18.393 10.624 18.927
H -15.268 17.574 14.739
C -14.918 14.513 16.285
H -12.188 12.775 8.385
H -15.474 14.988 6.699
O -17.112 11.829 13.875
H -16.249 17.180 13.310
C -16.126 12.975 17.572
H -19.216 12.585 7.814
C -17.497 12.194 17.824
H -15.260 12.315 17.521
H -16.357 18.744 14.222
O -14.728 15.039 11.794
C -9.375 11.245 11.575
C -15.772 11.420 13.862
H -20.876 14.564 5.506
H -18.588 17.744 7.779
H -17.915 15.665 18.090
H -15.844 13.645 18.384
H -16.866 20.126 9.663
H -11.283 15.012 14.622
C -20.777 14.576 8.872
H -14.781 14.826 15.250
H -21.008 15.641 8.918
H -21.251 15.955 6.630
C -11.581 15.159 13.584
H -18.244 18.578 15.607
H -17.186 14.327 6.630
H -8.680 11.944 11.109
H -18.772 19.217 8.499
N -18.516 15.656 17.278
H -18.858 15.558 10.461
H -19.744 12.136 9.478
N -15.769 14.433 11.968
Ba -18.318 14.029 14.893
N -12.838 13.258 13.320
H -18.775 18.087 18.588
N -18.387 18.290 8.605
C -16.900 18.262 8.614
C -19.368 11.151 13.061
H -18.638 14.718 8.433
H -17.048 18.132 16.836
H -21.474 14.075 9.544
H -12.038 14.047 11.711
H -18.795 10.995 16.726
H -10.298 12.749 13.736
O -16.995 16.135 7.480
H -16.891 18.716 10.799
N -19.633 12.634 12.824
H -9.631 13.611 12.378
H -19.509 12.807 11.837
H -17.791 9.904 13.097
H -15.450 19.231 9.792
H -15.292 11.759 14.780
N -17.937 11.512 16.594
```

Properties
2S+1 = 2
LUMO level (spin up / spin down) = 0.158 / 0.145 eV
net charge = 0
highest occupied orbital energy (spin up / spin down) = -2.855 / -8.776 eV

Atomic partial charges in e from the Löwdin method, atoms 1 to 2: number 1, N, carries 0.067; number 2, C, carries -0.064

=====

Calculated DFT total energy (Ha), listed in the same order as above: -2770.57443, -2269.96642
Calculated molecular weight (g/mol), listed in the same order as above: 794.96, 796.23
Calculated largest force on an atom (hartree/bohr), listed in the same order as above: 0.1395, 0.1008